Entry from the Open Molecules 2025 dataset: C35H43FeN3O8PS2 as an isolated structure (the ωB97M-V functional and the def2-TZVPD basis).

Computed properties:
* HOMO energy (alpha / beta): -7.673 / -7.671 eV
* gap between HOMO and LUMO (alpha / beta): 7.05 / 5.77 eV
* ΔE to the lowest compared entry with this formula, charge and spin: 51.03 kJ/mol
* largest force on an atom: 0.069 Eh/bohr
* DFT total energy: -123191.39316 eV
* 2S+1: 6
* expectation value of S²: 8.76

XYZ file:
```
93
C35H43FeN3O8PS2 (the ωB97M-V functional and the def2-TZVPD basis)
Fe -0.05456 0.10261 -1.22963
O 3.15644 -6.17517 -1.48617
C 1.94526 -5.98214 -1.40527
O 0.96889 -6.73763 -1.56197
C 1.49199 -4.53912 -1.29931
C 2.40087 -3.50792 -1.39924
C 1.92513 -2.21645 -1.57035
N 0.58905 -1.89125 -1.56690
C -0.25717 -2.91511 -1.53983
C 0.14902 -4.25113 -1.39766
C -1.63660 -2.49315 -1.70272
C -2.69738 -3.39968 -1.87942
C -3.99667 -2.91383 -2.17921
C -4.11736 -1.54390 -2.30852
C -3.03884 -0.68217 -2.07469
N -1.84283 -1.17236 -1.82607
C 2.67679 -0.98085 -1.96049
C 4.03920 -1.09328 -2.25242
C 4.66947 0.06983 -2.71045
C 3.93478 1.14540 -3.06300
C 2.58198 1.07531 -2.80469
N 1.97791 0.11847 -2.21542
H 3.45438 -3.71802 -1.39107
H -0.48574 -5.11690 -1.39958
H -2.51951 -4.45299 -1.78559
H -4.86525 -3.55398 -2.32473
H -5.07134 -1.07938 -2.56608
H -3.21045 0.40520 -2.09057
H 4.59185 -1.92662 -1.85962
H 5.76132 0.08315 -2.72758
H 4.40617 2.11409 -3.36825
H 2.00341 1.92115 -3.06146
C -4.46736 4.26763 -4.79435
O -3.42207 5.09101 -4.24443
C -2.50634 4.51376 -3.46468
C -1.89632 5.38632 -2.59569
C -0.88965 4.89955 -1.73095
C -0.52325 3.53886 -1.69071
C 0.56055 3.13550 -0.76198
C 1.20260 4.15926 0.12701
O 0.97984 1.97726 -0.68075
C -1.20079 2.59857 -2.51129
O -1.08655 1.30022 -2.34449
C -2.22287 3.14838 -3.39203
H -5.24297 4.97831 -5.14294
H -4.92056 3.65218 -4.02951
H -4.15615 3.70017 -5.63883
H -2.21770 6.42394 -2.60872
H -0.41867 5.59014 -1.01181
H 1.69519 4.90007 -0.45110
H 1.90425 3.61566 0.79034
H 0.47097 4.65301 0.71706
H -2.63974 2.40153 -4.07552
C 4.86987 0.61319 1.66365
C 3.43587 0.18711 1.39699
O 3.37279 -1.21162 1.21395
C 3.27907 -1.99692 2.40869
C 3.02883 -3.46364 2.06627
H 4.85845 1.73970 1.45244
H 5.57287 0.12620 0.97961
H 5.19284 0.45865 2.70292
H 3.09781 0.68410 0.47421
H 2.82438 0.55421 2.25416
H 2.47870 -1.60724 3.05909
H 4.23234 -1.99360 3.04827
H 2.03717 -3.55167 1.59165
H 2.79105 -4.01817 2.99090
H 3.80443 -3.89778 1.48393
C -0.82900 -1.06972 5.62905
C 0.19033 -0.80829 4.56649
C 0.41967 0.71432 4.43803
O -0.08979 -1.58392 3.37480
P -1.14840 -1.24627 2.18351
S -1.88482 -2.87629 1.41288
S -0.25817 0.22367 1.03573
O -2.20727 -0.46945 3.05964
C -3.41614 0.19056 2.75338
C -3.79663 0.03407 1.30640
C -3.25324 1.58962 3.19049
H -0.42497 -0.77155 6.58374
H -1.10457 -2.10679 5.79069
H -1.67939 -0.42012 5.48103
H 1.06639 -1.33028 4.88846
H -0.44100 1.18546 4.04771
H 1.28096 0.81629 3.77744
H 0.61520 1.08937 5.44369
H -4.24206 -0.32820 3.28302
H -3.03758 0.40503 0.61553
H -4.66718 0.66842 1.15042
H -4.08277 -0.94220 1.00002
H -2.57044 2.09679 2.46351
H -2.92073 1.64976 4.18968
H -4.32755 2.04372 3.09129
```

---

Entry from the Open Molecules 2025 dataset: C35H43Ge2IN6OPtSe2 as an isolated structure (the ωB97M-V functional and the def2-TZVPD basis).

Computed properties:
* HOMO energy (alpha / beta): -17.355 / -17.356 eV
* gap between HOMO and LUMO (alpha / beta): 1.83 / 1.82 eV
* charge: +4
* largest force on an atom: 0.048 Eh/bohr
* DFT total energy: -303010.44235 eV

XYZ file:
```
91
C35H43Ge2IN6OPtSe2 (the ωB97M-V functional and the def2-TZVPD basis)
Pt 0.36706 -0.97858 0.62378
Se 3.53544 -0.20312 3.20336
Se 2.42309 -2.11240 3.74515
C 0.76219 -1.32296 4.21087
C 0.38866 -1.27038 5.53949
C -0.81296 -0.64510 5.85401
C -1.57396 -0.14492 4.81488
C -1.12703 -0.30130 3.50794
N 0.04173 -0.87130 3.17973
C 3.83559 -0.78702 1.40583
C 5.10043 -0.66162 0.86782
C 5.35466 -1.27873 -0.35495
C 4.33839 -1.97660 -0.96935
C 3.07379 -1.99199 -0.38156
N 2.79465 -1.40219 0.78300
H 1.02457 -1.69078 6.30750
H -1.13008 -0.54764 6.88418
H -2.50447 0.37271 5.00690
H -1.73191 0.05075 2.68951
H 5.88094 -0.13901 1.40650
H 6.34567 -1.23578 -0.78894
H 4.51410 -2.50736 -1.89508
H 2.25000 -2.50840 -0.84718
C -1.52374 -1.33477 -4.01281
C -1.03657 -1.88930 -2.67193
Ge 0.46275 -0.82327 -1.88572
C 2.05727 -1.41311 -2.96407
C 1.96664 -1.07879 -4.45070
C 0.32216 1.04799 -2.38179
C 0.39154 2.10117 -1.51130
Ge 0.36385 1.56611 0.43661
C -1.17591 2.30921 1.45762
C -1.54297 3.78036 1.24775
C 2.04695 1.99641 1.37658
C 2.37699 3.46812 1.64131
C 0.45046 3.46107 -1.97722
C 0.40704 3.79269 -3.37972
C 0.44810 5.09060 -3.78943
C 0.53058 6.13173 -2.84226
C 0.59508 5.84106 -1.46182
C 0.56671 4.54328 -1.04715
H -2.33929 -1.96079 -4.37714
H -0.75700 -1.35946 -4.77988
H -1.89961 -0.31353 -3.92934
H -0.66021 -2.90881 -2.76439
H -1.84448 -1.87692 -1.94369
H 2.15323 -2.48892 -2.81706
H 2.91201 -0.90895 -2.51705
H 1.16904 -1.61066 -4.95976
H 2.89372 -1.41168 -4.92083
H 1.87127 -0.01119 -4.64391
H 0.30417 1.22707 -3.45385
H -0.89192 2.13996 2.49790
H -2.04444 1.69242 1.23122
H -0.76973 4.45991 1.60299
H -2.44136 3.99942 1.82593
H -1.77591 4.00941 0.20784
H 2.86206 1.50759 0.83876
H 1.88370 1.47873 2.32660
H 2.63625 4.00066 0.72835
H 3.24679 3.53005 2.29725
H 1.56378 3.98783 2.14947
H 0.34207 3.01451 -4.12496
H 0.41781 5.32737 -4.84450
H 0.55175 7.16151 -3.17767
H 0.66054 6.64706 -0.74325
H 0.63615 4.31285 0.00272
I -1.33748 -7.04122 -0.37432
C -0.27435 -5.39844 0.26454
C 0.89001 -5.39007 1.00236
N 1.23161 -4.10105 1.18515
N 0.35073 -3.25947 0.60913
C -0.56776 -4.05194 0.04222
H 1.47281 -6.20985 1.39165
H 2.04311 -3.73671 1.65432
H -1.40165 -3.64673 -0.50535
N -6.78888 -0.95964 -0.23994
C -5.96335 -0.95662 0.81645
O -6.27484 -0.84320 1.97840
C -4.47188 -1.06047 0.55375
C -3.73350 -1.93760 1.34204
C -2.36072 -1.91109 1.27589
N -1.71113 -1.03927 0.48355
C -2.41287 -0.19844 -0.29791
C -3.79135 -0.19003 -0.29573
H -7.78301 -0.89784 -0.06689
H -6.48306 -1.07862 -1.18994
H -4.23027 -2.61318 2.02589
H -1.76362 -2.56788 1.89081
H -1.85423 0.48997 -0.91541
H -4.32215 0.51707 -0.91978
```

---

Entry from the Open Molecules 2025 dataset: a 2-piece molecular cluster, C35H43N3O2 overall (the ωB97M-V functional and the def2-TZVPD basis).

Computed properties:
* HOMO energy: -13.192 eV
* gap between HOMO and LUMO: 6.31 eV
* charge: +2
* largest force on an atom: 0.093 Eh/bohr
* DFT total energy: -45542.95142 eV

XYZ file:
```
83
C35H43N3O2 (the ωB97M-V functional and the def2-TZVPD basis)
C 6.77341 -2.68801 2.13938
O 5.84258 -3.25050 3.03462
C 4.58523 -2.66176 3.01539
C 3.61673 -3.16942 3.89614
C 2.34730 -2.66463 3.93056
C 1.98306 -1.58703 3.10594
C 0.62178 -1.04379 3.09550
C -0.47129 -1.94055 3.06436
C -1.77476 -1.56036 3.13564
C -2.89479 -2.44874 3.06736
C -4.18814 -1.91446 3.05949
C -5.28466 -2.73000 2.92271
C -5.12194 -4.09759 2.80397
C -3.85359 -4.64711 2.83326
C -2.74925 -3.83976 2.96567
C 0.43430 0.41295 3.11121
C 1.13821 1.19106 4.04545
C 0.98673 2.54591 4.09091
C 0.15474 3.21510 3.18121
O 0.07820 4.59709 3.28347
C -0.77956 5.21057 2.35207
C -0.53576 2.44267 2.23105
C -0.41344 1.07999 2.20851
C 2.95801 -1.06107 2.24024
C 4.21349 -1.59879 2.17773
H 7.72926 -3.19635 2.27625
H 6.43853 -2.83006 1.11045
H 6.90137 -1.62569 2.35253
H 3.90303 -3.96972 4.55283
H 1.62116 -3.06564 4.61603
H -0.23157 -2.98455 2.96758
H -1.99344 -0.51207 3.23196
H -4.31221 -0.84817 3.14589
H -6.27202 -2.29921 2.89089
H -5.98385 -4.73390 2.68591
H -3.73059 -5.71326 2.73839
H -1.76867 -4.28020 2.98558
H 1.77526 0.68927 4.75161
H 1.50839 3.12931 4.82694
H -0.78871 6.28363 2.54778
H -0.41540 5.03449 1.33921
H -1.79117 4.81984 2.46574
H -1.14991 2.92957 1.49482
H -0.94937 0.50107 1.47551
H 2.67921 -0.25277 1.58547
H 4.91708 -1.21347 1.46337
C 2.38414 5.76074 -5.65667
C 1.94695 4.35621 -6.05164
C 0.72459 3.86164 -5.27301
C 0.28881 2.43188 -5.65137
N 0.37678 1.50810 -4.51249
C 1.51775 0.78309 -4.13531
C 1.25195 0.15527 -2.95386
N -0.04666 0.51184 -2.55148
C -0.79187 -0.09003 -1.43632
C -1.48514 -1.39042 -1.83271
C -2.48930 -1.22096 -2.99658
C -3.60010 -2.24339 -2.71226
C -3.59385 -2.40992 -1.18528
N -2.26519 -1.97021 -0.69261
C -0.60429 1.36019 -3.52078
H 3.24740 6.09585 -6.23839
H 1.58288 6.48685 -5.81170
H 2.66144 5.81064 -4.60112
H 1.73129 4.31998 -7.12866
H 2.77785 3.65355 -5.90296
H 0.94350 3.88866 -4.19826
H -0.10652 4.56616 -5.40863
H -0.74104 2.40934 -6.02142
H 0.90578 2.03306 -6.46250
H 2.43005 0.74218 -4.70191
H 1.90592 -0.50020 -2.40672
H -0.09988 -0.26709 -0.60820
H -1.53020 0.63277 -1.08098
H -0.71467 -2.11553 -2.14243
H -2.89516 -0.20287 -2.99025
H -2.01597 -1.37040 -3.97541
H -4.57594 -1.91179 -3.08856
H -3.37892 -3.19738 -3.20671
H -4.35146 -1.76667 -0.72457
H -3.81885 -3.43879 -0.87944
H -1.74687 -2.73675 -0.25575
H -1.57812 1.81047 -3.49963
```

---

Entry from the Open Molecules 2025 dataset: C35H44CrN6O2S as an isolated structure (the ωB97M-V functional and the def2-TZVPD basis).

Computed properties:
* HOMO energy (alpha / beta): -3.055 / -3.055 eV
* gap between HOMO and LUMO (alpha / beta): 5.44 / 5.37 eV
* charge: -1
* largest force on an atom: 0.034 Eh/bohr
* DFT total energy: -89304.86186 eV
* 2S+1: 4
* expectation value of S²: 3.79

XYZ file:
```
89
C35H44CrN6O2S (the ωB97M-V functional and the def2-TZVPD basis)
Cr -0.25613 0.70167 -0.07452
C 0.31537 -0.35190 -4.07786
C -0.95312 -1.07302 -3.60772
C -1.79388 -0.27647 -2.58813
N -1.47026 -0.43551 -1.18062
C -2.03606 -1.43378 -0.50657
C -2.65638 -2.53050 -1.14375
C -3.32308 -3.63376 -0.62952
C -3.63555 -3.95798 0.67654
C -3.34181 -3.20212 1.81231
C -2.67600 -2.00544 1.92700
C -2.03551 -1.19344 0.95360
N -1.44481 -0.06203 1.27014
C -1.79956 0.65495 2.47523
C -1.80165 2.17052 2.20987
C -2.36623 2.55884 0.83587
N -1.41002 2.25713 -0.21390
C -1.40135 2.92632 -1.34825
C -2.48456 3.73994 -1.75352
C -2.68410 4.49524 -2.89533
C -1.80007 4.80903 -3.91302
C -0.47473 4.38949 -3.99835
C 0.20994 3.46128 -3.24763
C -0.19434 2.63440 -2.16085
N 0.49696 1.60439 -1.71366
C 1.65250 1.09670 -2.42868
C 1.41451 -0.30596 -3.00267
H 0.05099 0.66502 -4.38598
H 0.68931 -0.86828 -4.96703
H -0.67581 -2.04127 -3.18298
H -1.58683 -1.26237 -4.48019
H -2.85041 -0.53347 -2.73371
H -1.69370 0.78223 -2.82633
H -2.59724 -2.52656 -2.22264
H -3.65259 -4.34794 -1.37826
H -4.17704 -4.88284 0.83675
H -3.69540 -3.61814 2.75040
H -2.56951 -1.64502 2.94133
H -1.09452 0.43830 3.28523
H -2.80516 0.36767 2.80547
H -0.78740 2.55375 2.27568
H -2.39947 2.65037 2.98835
H -2.58632 3.63220 0.85080
H -3.31017 2.01887 0.65719
H -3.34421 3.68798 -1.09834
H -3.67338 4.93281 -2.98949
H -2.15697 5.47362 -4.69087
H 0.10204 4.83407 -4.80382
H 1.24046 3.34276 -3.54803
H 2.48434 1.04406 -1.72563
H 1.95758 1.73639 -3.25687
H 1.14531 -0.96997 -2.18495
H 2.36504 -0.65082 -3.41920
O 2.80488 2.61393 1.85597
C 1.77579 1.99988 2.12978
O 0.96710 1.53678 1.24086
C 1.35425 1.91190 3.59946
C 1.11601 3.14213 4.20930
C 0.69487 3.24518 5.52456
C 0.51250 2.08621 6.26530
C 0.76428 0.85545 5.69580
C 1.20115 0.72416 4.36129
S 1.55269 -0.87317 3.80496
H 1.26807 4.04355 3.62527
H 0.51853 4.21658 5.97114
H 0.18330 2.14154 7.29782
H 0.64234 -0.05307 6.27204
C 4.56904 -3.29913 -0.75750
C 3.89381 -3.09438 0.60490
N 2.50590 -2.69115 0.48125
C 1.47870 -3.70025 0.66997
C 0.94872 -4.28495 -0.64333
C 2.15587 -1.38096 0.33863
C 3.25140 -0.35863 0.36411
N 0.94612 -1.03548 0.03169
H 5.64882 -3.39849 -0.63276
H 4.37226 -2.44814 -1.40804
H 4.19200 -4.19541 -1.25156
H 4.44070 -2.34728 1.17886
H 3.93678 -4.02580 1.17088
H 0.66052 -3.26665 1.25293
H 1.90057 -4.50296 1.27628
H 0.44582 -3.52401 -1.24164
H 0.23127 -5.07968 -0.43372
H 1.76657 -4.69594 -1.23622
H 3.71012 -0.34304 1.35017
H 2.82484 0.62083 0.19163
H 4.02082 -0.56347 -0.38289
H 0.31457 -1.82746 0.04995
```

---

Entry from the Open Molecules 2025 dataset: C35H44DyN7O4S6SeTe as an isolated structure (the ωB97M-V functional and the def2-TZVPD basis).

Computed properties:
* HOMO energy (alpha / beta): -12.542 / -12.676 eV
* gap between HOMO and LUMO (alpha / beta): 5.53 / 5.45 eV
* ΔE to the lowest compared entry with this formula, charge and spin: 89.47 kJ/mol
* charge: +2
* largest force on an atom: 0.052 Eh/bohr
* DFT total energy: -217350.11443 eV
* 2S+1: 6
* expectation value of S²: 9.67

XYZ file:
```
99
C35H44DyN7O4S6SeTe (the ωB97M-V functional and the def2-TZVPD basis)
Dy -0.73542 0.77352 0.33100
C -2.89485 -2.63331 1.38574
C -3.62229 -2.54369 0.02244
S -3.24422 -0.98559 -0.75666
C -4.73459 0.02339 -0.46296
C -4.60869 1.00017 0.67063
S -3.33269 0.43307 1.78062
C -3.59083 1.70145 3.11729
C -2.67161 1.25898 4.21604
S -1.14914 0.44309 3.68831
C -1.49046 -1.33175 4.01185
C -0.73169 -2.24094 3.04383
S -1.20562 -2.07893 1.25086
H -2.90029 -3.69763 1.76617
H -3.49079 -2.07026 2.15533
H -4.69671 -2.61004 0.22235
H -3.30047 -3.37271 -0.66375
H -5.47710 -0.73978 -0.30269
H -4.98999 0.43277 -1.40530
H -5.49036 1.10405 1.31469
H -4.32271 2.02012 0.40124
H -4.64864 1.59608 3.41761
H -3.43475 2.71802 2.76557
H -3.13480 0.50381 4.90403
H -2.28172 2.07402 4.83798
H -2.61406 -1.41073 4.00247
H -1.14305 -1.33309 5.06264
H -0.80664 -3.30180 3.37177
H 0.35151 -1.98097 3.01676
Se 5.00920 -1.38467 -2.91860
N 3.93887 -2.86744 -2.79092
C 2.65878 -2.95904 -2.78280
C 2.01753 -4.18144 -3.12722
C 0.66749 -4.34707 -3.02231
C -0.07884 -3.27271 -2.45203
N 0.45615 -2.14666 -2.09383
C 1.74681 -1.83067 -2.40367
N 2.25176 -0.64624 -2.24892
H 2.63872 -4.95656 -3.65639
H 0.20967 -5.29658 -3.35752
H -1.18315 -3.40646 -2.20984
O -1.07547 2.69387 1.43058
C 0.14616 3.10844 1.31674
O 0.95952 2.48356 0.56431
C 0.55950 4.35970 2.08550
N 0.95520 5.45799 1.14204
C 0.31705 6.69518 1.63580
C -0.93330 6.27596 2.48903
C -0.46589 4.94883 3.07880
H 1.52337 4.04191 2.59993
H 1.74546 2.51201 -2.33425
H 1.96532 5.56022 1.16146
H 0.06838 7.30782 0.76883
H 0.99735 7.12578 2.34634
H -1.70659 5.96417 1.81345
H -1.31753 7.00653 3.21781
H -1.27846 4.25046 3.35704
H 0.10177 5.17954 3.98075
C 2.63163 -2.58365 0.90841
Te 2.65424 -0.44902 0.71960
C 3.21757 -0.44149 2.79805
C 3.36444 -1.89193 3.21643
C 3.97528 -2.17461 4.41534
C 4.25832 -3.48006 4.83000
C 3.91067 -4.55239 3.94844
C 3.42917 -4.21990 2.68384
C 3.12603 -2.94401 2.29801
H 3.23882 -3.03467 0.14545
H 1.59076 -2.90438 0.77304
H 2.41439 0.07775 3.27973
H 4.10960 0.15334 2.90762
H 4.32293 -1.35723 5.01001
H 4.73081 -3.67000 5.81217
H 4.06772 -5.54816 4.27985
H 3.32512 -4.96339 1.88584
N -1.72398 -1.75065 -7.21416
C -1.49356 -0.79740 -6.27297
C -0.78106 0.39848 -6.48379
C -0.54904 1.22504 -5.37763
C -1.21742 0.99917 -4.14840
C -2.06318 -0.13760 -3.98131
C -2.08833 -1.04847 -5.00391
S -0.65154 1.80072 -2.69068
O 0.08185 2.97002 -3.15615
O -1.68174 1.97525 -1.67412
N 0.26079 0.67605 -1.86280
C 1.55338 0.51155 -2.26924
S 4.31718 0.11371 -4.72548
C 4.48879 1.37984 -3.55029
C 3.65471 1.85043 -2.60179
N 2.30596 1.64260 -2.39218
H -1.01482 -1.87434 -7.91084
H -2.01465 -2.64653 -6.81087
H -0.37257 0.75629 -7.45992
H 0.01504 2.15434 -5.51311
H -2.62449 -0.16504 -3.06592
H -2.76240 -1.90314 -4.94810
H 5.40413 1.89378 -3.67123
H 4.08724 2.53200 -1.88291
```

---

Question: What is the DFT total energy in the fourth record?
Answer: -89304.86186 eV